Formula: C44H48Br2N7O7RbS
Source: the Open Molecules 2025 dataset
Level of theory: ωB97M-V/def2-TZVPD

```
110
Properties=species:S:1:pos:R:3:forces:R:3
Rb -1.067370 -1.139605 -0.053991 0.8677 0.1903 -0.0593
Br 3.235729 -3.777592 2.667371 -0.0383 0.0739 -0.0265
C 3.382563 -3.587733 0.746667 -0.0471 0.3540 -0.3613
Br 2.715060 -1.879378 0.060762 0.3677 -0.9192 0.1699
H 2.792596 -4.393804 0.312975 0.1975 0.2858 0.0428
H 4.439120 -3.672816 0.505209 -0.1856 0.1127 -0.0116
S 0.352573 -5.321152 -3.766090 -0.0776 0.4806 0.4334
C 0.637364 -5.790044 -2.121479 -0.1307 0.3188 -0.0301
C 1.048422 -7.015367 -1.633692 0.0883 -0.1459 0.0991
C 1.227126 -7.160140 -0.266709 -0.0031 -0.1269 -0.0694
C 0.956961 -6.101642 0.597148 -0.0684 -0.0345 0.1198
C 0.526968 -4.876569 0.118423 -0.2831 0.0938 -0.1571
C 0.378194 -4.694287 -1.259168 0.4243 -1.3429 -0.0440
N 0.009121 -3.555284 -1.885701 -0.4448 1.1684 -0.1005
C -0.069892 -3.644332 -3.165167 0.5153 -1.5783 0.6863
C -0.432088 -2.631792 -4.101661 -0.5752 1.4904 -0.7415
C -0.415654 -2.952113 -5.471992 0.1295 -0.2055 0.3430
C -0.846456 -2.041267 -6.405716 -0.0436 0.0993 -0.3526
C -1.222882 -0.770080 -5.976542 0.0519 0.0371 -0.2476
C -1.122637 -0.438477 -4.639573 -0.2095 -0.0488 0.3954
C -0.807770 -1.345199 -3.601707 0.2018 -0.2474 -0.1402
H 1.221946 -7.842618 -2.307017 0.0714 -0.0811 -0.0378
H 1.569003 -8.108484 0.129665 -0.0227 -0.0067 0.0196
H 1.088128 -6.240436 1.663124 -0.0138 0.0587 0.0177
H 0.289073 -4.065002 0.793691 0.0766 0.0486 0.0731
H -0.057369 -3.928228 -5.791828 -0.0818 0.0461 -0.1225
H -0.874507 -2.292548 -7.461598 0.0044 -0.0426 0.0590
H -1.589172 -0.047006 -6.703136 0.1031 0.0153 0.0203
H -1.350644 0.591396 -4.363373 -0.0946 0.0668 -0.0533
C 3.082436 5.493224 -2.460386 -0.1921 -0.1204 -0.3905
O 3.408074 6.376175 -1.413392 -0.0618 -0.0076 0.6083
C 3.539576 5.949479 -0.105521 0.0555 0.1551 0.0152
C 4.188973 6.879237 0.700169 0.0257 -0.0090 -0.1050
C 4.406118 6.653262 2.044857 0.0048 0.0158 0.0166
C 3.977375 5.462878 2.608157 0.0013 0.0801 0.0539
C 3.319350 4.535592 1.827699 0.2036 -0.0090 -0.0554
C 3.069669 4.755129 0.470590 0.1474 0.2841 0.0505
N 2.353584 3.818960 -0.275017 -0.2819 -0.2659 -0.3793
C 1.538360 2.804300 0.274057 0.1406 -0.0396 -0.9329
N 0.747222 3.248443 1.260027 0.0454 0.8462 0.3674
C -0.351468 2.665536 1.924955 -0.2805 -0.3500 0.1789
C -0.506820 1.280471 2.052467 -0.1941 0.2693 0.3000
C -1.656894 0.905000 2.768131 0.3033 0.0994 -0.2126
C -2.565813 1.804754 3.301099 -0.2506 0.0084 0.1312
C -2.339533 3.167442 3.189740 -0.0092 0.2322 0.0065
C -1.215952 3.598899 2.509761 -0.0211 0.2271 -0.0971
O -0.898530 4.984390 2.449289 0.1282 -0.7661 0.3267
C -1.705097 5.726547 1.578730 -0.2406 0.2201 -0.3200
N 1.452661 1.649579 -0.277046 -0.5015 -0.0910 0.6826
C 2.304405 1.207812 -1.257303 0.6025 0.1613 -0.2814
C 1.751540 0.533251 -2.354536 0.0304 0.1919 0.1212
C 2.526483 0.090016 -3.402939 0.0835 -0.0404 -0.1963
C 3.900354 0.278211 -3.388082 0.0458 -0.0794 0.0266
C 4.484670 0.872682 -2.283539 0.1069 0.0983 -0.0342
C 3.713868 1.335139 -1.229811 0.1409 0.1262 0.3334
O 4.382035 1.966968 -0.179347 -0.2086 -0.0483 -0.7585
C 4.420861 1.199965 1.012453 -0.0350 -0.1966 0.2723
H 3.166907 6.095039 -3.366954 0.0155 -0.1058 0.0144
H 2.060719 5.111489 -2.384887 0.1599 0.0359 -0.0147
H 3.788936 4.659443 -2.531099 -0.0099 0.0101 0.0263
H 4.506815 7.797994 0.227265 0.0516 0.0517 -0.0266
H 4.908474 7.397545 2.646245 0.0429 0.0624 0.0207
H 4.157205 5.254442 3.651864 -0.0151 -0.0369 0.1053
H 2.992290 3.602084 2.260058 -0.0304 -0.0487 0.0260
H 2.831524 3.479742 -1.097132 -0.0503 -0.0004 0.1778
H 0.797369 4.245723 1.434278 0.0577 -0.1800 -0.1146
H -1.836870 -0.152601 2.939968 -0.0817 -0.1167 -0.0099
H -3.449473 1.457370 3.825802 -0.0419 -0.0362 0.0167
H -3.020469 3.886884 3.629691 0.0296 0.0521 0.0173
H -2.767107 5.672787 1.850764 0.0898 -0.0308 0.0003
H -1.598745 5.382809 0.540878 -0.0203 0.0086 0.0514
H -1.374607 6.767723 1.645991 -0.0479 -0.0951 -0.0365
H 0.685023 0.370367 -2.374813 -0.1848 -0.0731 -0.0096
H 2.047177 -0.398105 -4.238669 -0.1029 -0.0966 -0.0608
H 4.515561 -0.050845 -4.213386 0.0386 -0.0687 -0.0638
H 5.557481 1.006614 -2.223891 0.0445 0.0141 0.0437
H 4.904127 1.829554 1.759890 -0.0163 -0.0321 0.0364
H 5.019171 0.294692 0.854754 -0.0491 0.0150 0.0633
H 3.420594 0.915146 1.349804 0.0847 -0.0771 0.0692
N -2.727758 0.853525 -1.413803 0.2158 0.1610 -0.1067
C -4.159564 0.649686 -1.522253 -0.6398 0.1951 -0.3380
C -4.489380 -0.836727 -1.439666 0.0648 0.0186 0.5505
C -4.363618 -1.360424 0.024658 -0.6699 0.2400 -0.8313
O -5.229524 -0.973047 0.830652 -0.3033 0.4324 0.2345
O -3.445161 -2.166986 0.264748 0.4360 -0.7782 0.2327
H -2.484696 1.837043 -1.497009 0.0198 -0.2058 0.0650
H -2.270216 0.345812 -2.168826 0.1902 0.0473 -0.0786
H -4.572285 1.061742 -2.470541 0.0790 -0.1187 0.2666
H -4.657975 1.168842 -0.695583 0.0198 -0.0734 -0.0851
H -3.820198 -1.399814 -2.094826 -0.0163 -0.0125 -0.0330
H -5.524516 -1.001208 -1.751452 0.0428 0.0299 -0.0127
O 1.801964 -0.089860 2.537750 0.0672 0.2960 0.1345
H 0.967516 0.453917 2.248994 0.0659 -0.4009 -0.0353
H 1.423446 -0.927554 2.819993 -0.0496 -0.0955 -0.0022
N -0.803074 -2.799804 2.565108 0.8781 0.3888 -0.3895
C -1.880343 -3.076041 2.861661 0.0792 -0.2484 0.2713
N -3.035084 -3.492875 3.296486 -0.5826 0.0353 0.0427
C -3.865544 -4.370213 2.495744 -0.5340 -0.3186 -0.2805
C -5.238847 -3.736669 2.278162 0.2671 -0.0751 -0.3694
O -5.831696 -3.393829 3.522985 -0.1344 -0.1409 0.2079
C -5.051916 -2.380748 4.118005 0.2863 0.1469 0.1639
C -3.661085 -2.925138 4.470540 -0.4226 0.1935 0.3938
H -3.973352 -5.327635 3.031578 0.0338 0.0804 -0.1080
H -3.383214 -4.528679 1.532056 -0.0199 0.0047 0.0412
H -5.910558 -4.440933 1.785830 0.0264 -0.0726 0.0242
H -5.132132 -2.833240 1.665050 -0.0518 -0.2219 0.1335
H -5.576015 -2.069520 5.025681 0.0959 0.0268 -0.0177
H -4.957983 -1.532317 3.426538 0.0075 -0.0418 0.0407
H -3.770008 -3.722156 5.224842 0.0131 0.1572 -0.0558
H -3.030303 -2.132790 4.876322 0.0026 -0.0544 -0.0436
```
Positions in Å, forces in eV/Å.

Results
LUMO energy = 3.75 eV
Multiplicity = 1
Frontier orbital gap = 5.723 eV
Total charge = -2
Energy above the lowest of the compared OMol25 structures with the same formula, charge and spin = 15.1 kcal per mole